Entry 1:
DFT (wB97M-V/def2-TZVPD) results for a cluster of 2 separate species, CH3FNO in total in a non-equilibrium geometry.

Structure (XYZ):
```
7
CH3FNO | the OMol25 dataset | wB97M-V/def2-TZVPD
C 0.262 0.420 -0.059
N 0.615 0.617 1.167
O -1.051 -0.949 -0.994
F 1.820 -0.029 1.535
H 0.782 0.008 -0.986
H -1.810 -1.169 -0.435
H -0.618 1.102 -0.228
```

Lowest unoccupied orbital energy (alpha / beta) in eV: 5.040 / 5.040
Highest occupied orbital energy (alpha / beta) in eV: -3.03 / -3.03
Net charge: -1
E in eV: -7337.8946

***

Entry 2:
DFT (wB97M-V/def2-TZVPD) results for a structure of composition CH3FNO2S in a non-equilibrium geometry.

Structure (XYZ):
```
9
CH3FNO2S | the OMol25 dataset | wB97M-V/def2-TZVPD
C -0.544 -0.693 -0.262
N -1.367 0.332 0.261
O 1.493 1.562 0.337
O -0.733 -1.855 0.169
F 2.496 -0.368 -0.947
S 1.523 0.079 0.455
H -0.357 -0.612 -1.374
H -1.014 1.323 0.120
H -1.497 0.231 1.240
```

Lowest unoccupied orbital energy in eV: 4.081
Highest occupied orbital energy in eV: -2.89
Net charge: -1
E in eV: -20223.8467

***

Entry 3:
DFT (wB97M-V/def2-TZVPD) results for a cluster of 2 separate species, CH3FO2 in total in a non-equilibrium geometry.

Structure (XYZ):
```
7
CH3FO2 | the OMol25 dataset | wB97M-V/def2-TZVPD
C -2.750 -0.166 -0.447
O -2.386 0.831 0.028
O 0.471 0.376 -0.160
F -3.170 -1.198 0.292
H -2.779 -0.608 -1.422
H 0.598 1.313 -0.596
H 0.527 0.564 0.802
```

Lowest unoccupied orbital energy in eV: 0.825
Highest occupied orbital energy in eV: -11.39
SMILES string: O=CF.O
E in eV: -7897.6631

***

Entry 4:
DFT (wB97M-V/def2-TZVPD) results for the ion CH3FO3P with charge -1 in a non-equilibrium geometry.

Structure (XYZ):
```
9
CH3FO3P | the OMol25 dataset | wB97M-V/def2-TZVPD
C -1.203 -0.037 0.063
O 0.971 1.012 -1.405
O 0.866 1.565 1.115
O 1.036 -1.226 0.215
F 2.428 -1.320 -0.042
P 0.457 0.750 -0.052
H -1.185 -0.743 -0.781
H -1.322 -0.634 0.884
H -2.047 0.632 0.002
```

Lowest unoccupied orbital energy in eV: 4.180
Highest occupied orbital energy in eV: -5.22
SMILES string: C[P@@](=O)([O-])OF
Net charge: -1
E in eV: -19234.6359

***

Entry 5:
DFT (wB97M-V/def2-TZVPD) results for an isolated molecule of CH3FO4S in a non-equilibrium geometry.

Structure (XYZ):
```
10
CH3FO4S | the OMol25 dataset | wB97M-V/def2-TZVPD
C 0.227 -0.774 -1.400
O -1.198 0.556 2.598
O -1.056 1.333 0.172
O 1.002 -0.299 -0.285
O 0.301 -0.584 0.921
F 0.735 1.536 1.660
S -0.564 0.710 1.324
H 0.918 -0.470 -2.126
H -0.644 -0.193 -1.319
H 0.279 -1.816 -1.545
```

Lowest unoccupied orbital energy in eV: 0.617
Highest occupied orbital energy in eV: -11.73
SMILES string: COOS(=O)(=O)F
E in eV: -22824.2340

***

Entry 6:
DFT (wB97M-V/def2-TZVPD) results for a structure of composition CH3FS in a non-equilibrium geometry.

Structure (XYZ):
```
6
CH3FS | the OMol25 dataset | wB97M-V/def2-TZVPD
C 0.943 -0.613 0.061
F 1.443 -1.845 0.073
S -0.719 -0.593 0.297
H -0.037 2.227 -0.506
H -0.616 2.729 -0.357
H -1.013 -1.905 0.432
```

Lowest unoccupied orbital energy in eV: 0.046
Highest occupied orbital energy in eV: -9.67
E in eV: -14634.7516

***

Entry 7:
DFT (wB97M-V/def2-TZVPD) results for a cluster of 2 separate species, CH3FS in total in a non-equilibrium geometry.

Structure (XYZ):
```
6
CH3FS | the OMol25 dataset | wB97M-V/def2-TZVPD
C -0.250 -1.156 0.707
H -0.362 1.170 0.447
H -1.148 -1.661 0.349
H -0.016 -1.297 1.764
F -0.856 1.439 -0.295
S 0.670 -0.264 -0.259
```

Lowest unoccupied orbital energy in eV: -0.450
Highest occupied orbital energy in eV: -9.16
SMILES string: C=S.F
E in eV: -14636.4402

***

Entry 8:
DFT (wB97M-V/def2-TZVPD) results for a structure of composition CH3I2NO in a non-equilibrium geometry.

Structure (XYZ):
```
8
CH3I2NO | the OMol25 dataset | wB97M-V/def2-TZVPD
C -1.029 0.459 0.322
N 0.996 -0.324 -0.621
O 0.340 0.082 0.539
I 2.901 0.560 -0.664
I 0.961 -2.447 -0.727
H -1.303 0.675 1.478
H -1.651 -0.341 -0.038
H -1.215 1.336 -0.289
```

Lowest unoccupied orbital energy (alpha / beta) in eV: -1.364 / -1.364
Highest occupied orbital energy (alpha / beta) in eV: -8.95 / -8.95
E in eV: -20820.8033

***

Entry 9:
DFT (wB97M-V/def2-TZVPD) results for a structure of composition CH3I2O2P in a non-equilibrium geometry.

Structure (XYZ):
```
9
CH3I2O2P | the OMol25 dataset | wB97M-V/def2-TZVPD
C -1.289 -0.020 0.321
O 1.883 0.039 -2.136
O -0.524 -0.055 -0.918
P 1.033 0.037 -0.716
I 1.560 -1.815 0.826
I 1.714 1.865 0.803
H -2.162 0.722 0.335
H -0.589 0.291 1.115
H -1.626 -1.063 0.369
```

Lowest unoccupied orbital energy in eV: -1.352
Highest occupied orbital energy in eV: -9.88
E in eV: -30671.4541

***

Entry 10:
DFT (wB97M-V/def2-TZVPD) results for a structure of composition CH3I2P in a non-equilibrium geometry.

Structure (XYZ):
```
7
CH3I2P | the OMol25 dataset | wB97M-V/def2-TZVPD
C 0.135 -0.613 -0.565
P -0.237 1.242 -0.206
I -2.087 0.738 1.363
I 1.537 1.534 1.477
H 1.068 -0.676 -1.049
H -0.527 -1.087 -1.462
H 0.111 -1.137 0.443
```

Lowest unoccupied orbital energy in eV: -0.485
Highest occupied orbital energy in eV: -9.33
E in eV: -26576.2795

***

Entry 11:
DFT (wB97M-V/def2-TZVPD) results for a structure of composition CH3I3N in a non-equilibrium geometry.

Structure (XYZ):
```
8
CH3I3N | the OMol25 dataset | wB97M-V/def2-TZVPD
C 0.667 -0.007 0.001
N -0.861 -0.045 -0.011
I 1.351 -1.219 -1.603
I 1.250 2.302 -0.378
I 1.387 -0.843 1.937
H -1.190 -0.975 0.107
H -1.307 0.438 0.760
H -1.298 0.347 -0.812
```

Lowest unoccupied orbital energy in eV: -5.836
Highest occupied orbital energy in eV: -13.61
Net charge: +1
E in eV: -26869.1965

***

Entry 12:
DFT (wB97M-V/def2-TZVPD) results for an isolated molecule of CH3IN2O in a non-equilibrium geometry.

Structure (XYZ):
```
8
CH3IN2O | the OMol25 dataset | wB97M-V/def2-TZVPD
C 0.694 0.615 0.290
N -0.331 -0.189 0.225
N -1.416 0.223 -0.839
O 0.866 1.693 -0.259
I -3.216 0.016 -0.022
H 1.392 0.079 0.997
H -0.248 -1.188 0.476
H -1.252 1.257 -0.909
```

Lowest unoccupied orbital energy in eV: -0.192
Highest occupied orbital energy in eV: -9.40
SMILES string: O=CNNI
E in eV: -14211.9038

***

What is the formula in the sixth record?
CH3FS